Computed, not measured: C32H35B3FeN5O24 as an isolated structure at a distorted geometry, with ωB97M-V/def2-TZVPD.

Positions of all 100 atoms, in Å:
1 Fe 13.47 -19.19 24.31
2 O 11.79 -18.57 22.12
3 C 10.92 -18.12 21.38
4 O 11.07 -17.24 20.45
5 B 9.78 -17.05 19.76
6 O 8.83 -17.93 20.45
7 C 9.49 -18.65 21.36
8 O 9.01 -19.53 22.04
9 O 10.02 -17.18 18.35
10 C 9.82 -16.03 17.72
11 O 9.96 -15.76 16.56
12 C 9.18 -15.05 18.71
13 O 9.20 -15.68 19.88
14 O 8.64 -13.99 18.49
15 O 11.51 -18.72 24.84
16 C 10.31 -18.47 24.86
17 O 9.73 -17.38 24.48
18 B 8.31 -17.45 24.91
19 O 8.17 -18.78 25.62
20 C 9.30 -19.35 25.60
21 O 9.69 -20.41 26.04
22 O 7.90 -16.30 25.74
23 C 7.29 -15.40 24.98
24 O 7.08 -14.23 25.25
25 C 7.00 -16.05 23.64
26 O 7.43 -17.32 23.76
27 O 6.60 -15.48 22.67
28 O 9.49 -11.89 23.63
29 C 10.39 -12.56 23.21
30 O 11.14 -13.37 23.94
31 B 12.21 -13.90 23.10
32 O 12.02 -13.38 21.77
33 C 11.00 -12.53 21.76
34 O 10.66 -11.74 20.94
35 O 12.09 -15.44 23.07
36 C 13.16 -15.96 23.54
37 O 13.45 -17.14 23.77
38 C 14.14 -14.82 23.93
39 O 13.55 -13.71 23.70
40 O 15.18 -15.00 24.55
41 C 18.58 -16.01 27.92
42 C 17.75 -17.20 27.43
43 C 16.44 -16.74 26.75
44 C 15.79 -17.67 25.82
45 N 15.28 -18.41 25.11
46 H 18.97 -15.45 27.07
47 H 19.41 -16.38 28.52
48 H 18.02 -15.34 28.58
49 H 17.64 -17.89 28.27
50 H 18.33 -17.79 26.72
51 H 16.38 -15.77 26.26
52 H 15.69 -16.64 27.55
53 C 14.98 -24.53 25.75
54 C 16.09 -24.44 24.67
55 C 16.78 -23.08 24.55
56 C 15.79 -21.96 24.40
57 N 15.01 -21.12 24.32
58 H 14.21 -23.80 25.52
59 H 15.32 -24.34 26.77
60 H 14.47 -25.50 25.74
61 H 15.63 -24.66 23.70
62 H 16.88 -25.16 24.90
63 H 17.42 -23.16 23.67
64 H 17.46 -22.89 25.38
65 C 10.36 -19.93 30.33
66 C 11.08 -19.52 29.10
67 C 11.65 -20.73 28.32
68 C 12.52 -20.38 27.19
69 N 13.19 -20.13 26.28
70 H 10.99 -20.57 30.95
71 H 9.40 -20.42 30.16
72 H 10.11 -19.04 30.91
73 H 11.90 -18.84 29.34
74 H 10.40 -18.96 28.46
75 H 10.83 -21.35 27.96
76 H 12.25 -21.39 28.95
77 C 13.60 -17.70 18.29
78 C 14.81 -17.77 19.22
79 C 15.02 -19.18 19.79
80 C 14.61 -19.32 21.22
81 N 14.26 -19.43 22.31
82 H 12.74 -18.05 18.86
83 H 13.77 -18.34 17.42
84 H 13.35 -16.70 17.93
85 H 14.69 -17.01 19.99
86 H 15.69 -17.52 18.63
87 H 16.05 -19.49 19.63
88 H 14.35 -19.88 19.28
89 C 11.24 -24.28 24.77
90 C 11.69 -24.40 23.32
91 C 11.50 -23.12 22.50
92 C 11.97 -21.88 23.15
93 N 12.33 -20.93 23.67
94 H 11.41 -25.22 25.30
95 H 10.17 -24.09 24.79
96 H 11.76 -23.48 25.29
97 H 11.27 -25.27 22.81
98 H 12.75 -24.64 23.39
99 H 10.44 -23.05 22.27
100 H 12.07 -23.26 21.58

**Multiplicity**: 6
**Charge**: 0
**E_LUMO (alpha / beta)**: -1.026 / -4.479 eV
**Energy above the lowest of the compared OMol25 structures with the same formula, charge and spin**: 0.00 kJ/mol
**HOMO level (alpha / beta)**: -8.5 / -8.5 eV



Computed, not measured: C32H35FeN6O8S as an isolated structure, with ωB97M-V/def2-TZVPD.

Positions of all 83 atoms, in Å:
1 Fe 0.82 -0.18 0.13
2 N -5.75 -2.30 3.27
3 C -4.88 -1.34 2.74
4 C -4.22 -0.44 3.58
5 C -3.32 0.47 3.06
6 C -3.05 0.48 1.69
7 C -3.70 -0.41 0.85
8 C -4.61 -1.31 1.37
9 S -1.83 1.58 1.08
10 O -1.99 2.85 1.72
11 O -1.90 1.52 -0.37
12 N -0.42 0.89 1.47
13 C 0.42 1.37 2.44
14 N 1.69 1.08 2.12
15 C 2.64 1.43 2.97
16 C 2.34 2.10 4.14
17 C 1.00 2.33 4.39
18 N 0.02 1.95 3.57
19 H -6.15 -2.06 4.16
20 H -6.44 -2.64 2.62
21 H -4.43 -0.45 4.64
22 H -2.80 1.17 3.70
23 H -3.48 -0.38 -0.21
24 H -5.13 -2.00 0.71
25 H 3.66 1.18 2.68
26 H 3.11 2.42 4.83
27 H 0.68 2.82 5.31
28 O 0.76 1.74 -0.89
29 C 1.49 1.77 -2.12
30 C 1.51 0.30 -2.66
31 O 1.84 0.04 -3.80
32 O 1.22 -0.57 -1.75
33 C 2.92 2.17 -1.78
34 C 3.20 2.81 -0.57
35 C 4.49 3.21 -0.27
36 C 5.52 2.98 -1.16
37 C 5.25 2.35 -2.37
38 C 3.96 1.95 -2.68
39 C 0.88 2.80 -3.07
40 C 1.03 2.72 -4.45
41 C 0.50 3.71 -5.27
42 C -0.18 4.79 -4.73
43 C -0.33 4.88 -3.35
44 C 0.20 3.89 -2.53
45 H -0.20 1.81 -1.05
46 H 2.40 2.99 0.13
47 H 4.69 3.71 0.67
48 H 6.53 3.29 -0.93
49 H 6.05 2.17 -3.08
50 H 3.76 1.46 -3.62
51 H 1.55 1.88 -4.88
52 H 0.62 3.63 -6.34
53 H -0.59 5.56 -5.37
54 H -0.85 5.72 -2.91
55 H 0.10 4.00 -1.46
56 C -1.19 -2.65 2.34
57 N -1.58 -3.21 1.07
58 C -2.11 -4.57 1.10
59 C -2.92 -4.85 -0.15
60 C -2.09 -4.49 -1.37
61 N -1.62 -3.12 -1.27
62 C -1.21 -2.49 -2.51
63 C -1.31 -2.55 -0.08
64 O -0.83 -1.40 -0.04
65 H -2.02 -2.76 3.05
66 H -0.98 -1.59 2.23
67 H -0.31 -3.15 2.74
68 H -2.74 -4.65 1.99
69 H -1.30 -5.29 1.20
70 H -3.83 -4.25 -0.14
71 H -3.21 -5.90 -0.18
72 H -2.69 -4.57 -2.27
73 H -1.25 -5.18 -1.47
74 H -2.02 -2.57 -3.24
75 H -0.31 -2.96 -2.92
76 H -0.98 -1.45 -2.34
77 C 4.36 -2.63 0.92
78 O 3.79 -1.33 0.63
79 C 2.48 -1.27 0.59
80 O 1.74 -2.21 0.84
81 H 5.43 -2.52 0.76
82 H 3.94 -3.38 0.25
83 H 4.15 -2.90 1.95

**Multiplicity**: 6
**Charge**: 0
**E_LUMO (alpha / beta)**: 0.528 / -0.223 eV
**Energy above the lowest of the compared OMol25 structures with the same formula, charge and spin**: 18.13 kJ/mol
**HOMO level (alpha / beta)**: -8.3 / -8.3 eV



Computed, not measured: C32H35IrN6O2P as an isolated structure, with ωB97M-V/def2-TZVPD.

Positions of all 77 atoms, in Å:
1 Ir 0.69 0.28 0.08
2 C 2.49 3.18 0.88
3 C 3.27 1.90 0.77
4 C 4.63 2.03 0.93
5 C 5.47 0.93 0.81
6 C 4.91 -0.28 0.52
7 C 3.53 -0.39 0.38
8 N 2.71 0.68 0.53
9 C 2.88 -1.65 0.07
10 C 3.54 -2.83 0.23
11 C 2.78 -4.04 0.27
12 C 1.47 -4.01 0.03
13 C 0.77 -2.76 -0.49
14 N 1.54 -1.55 -0.19
15 C -0.54 -2.67 0.29
16 C -1.48 -3.68 0.16
17 C -2.62 -3.66 0.94
18 C -2.78 -2.62 1.84
19 C -1.80 -1.64 1.93
20 C -1.98 -0.53 2.92
21 N -0.71 -1.66 1.16
22 H 3.10 3.99 0.50
23 H 2.26 3.43 1.92
24 H 1.56 3.16 0.32
25 H 5.04 3.01 1.13
26 H 6.54 1.04 0.93
27 H 5.53 -1.15 0.38
28 H 4.58 -2.85 0.49
29 H 3.27 -4.97 0.55
30 H 0.87 -4.91 0.09
31 H -1.32 -4.48 -0.55
32 H -3.37 -4.43 0.84
33 H -3.64 -2.57 2.49
34 H -2.35 -0.92 3.86
35 H -2.71 0.21 2.57
36 H -1.04 -0.02 3.11
37 C 0.65 -2.98 -2.00
38 H 0.18 -2.15 -2.51
39 H 0.08 -3.89 -2.22
40 H 1.66 -3.14 -2.39
41 C 1.49 2.84 -2.22
42 P 1.17 1.07 -1.97
43 C 2.64 0.31 -2.69
44 C -0.14 0.80 -3.19
45 H 1.54 3.03 -3.29
46 H 2.43 3.15 -1.78
47 H 0.68 3.44 -1.81
48 H 2.72 0.64 -3.73
49 H 2.57 -0.78 -2.66
50 H 3.54 0.62 -2.16
51 H 0.25 1.16 -4.15
52 H -1.02 1.39 -2.93
53 H -0.42 -0.24 -3.29
54 N 0.41 1.88 2.63
55 C -0.18 2.94 3.31
56 C -0.99 3.59 2.46
57 C -0.92 2.86 1.16
58 N 0.02 1.80 1.37
59 H 1.02 1.17 3.02
60 H 0.05 3.11 4.34
61 H -1.59 4.46 2.66
62 H -0.63 3.48 0.30
63 O -2.23 2.33 0.85
64 C -2.41 1.26 0.11
65 N -1.54 0.43 -0.40
66 C -2.35 -0.54 -1.15
67 O -1.88 -1.40 -1.82
68 C -3.78 -0.20 -0.96
69 C -4.92 -0.79 -1.44
70 C -6.13 -0.19 -1.08
71 C -6.16 0.95 -0.29
72 C -4.99 1.55 0.17
73 C -3.81 0.94 -0.18
74 H -4.89 -1.68 -2.06
75 H -7.06 -0.62 -1.43
76 H -7.12 1.39 -0.04
77 H -5.02 2.44 0.78

**Multiplicity**: 2
**Charge**: +2
**E_LUMO (alpha / beta)**: -6.029 / -7.102 eV
**Energy above the lowest of the compared OMol25 structures with the same formula, charge and spin**: 247.47 kJ/mol
**HOMO level (alpha / beta)**: -11.9 / -11.9 eV



Computed, not measured: C32H35IrN6O2P as an isolated structure at a distorted geometry, with ωB97M-V/def2-TZVPD.

Positions of all 77 atoms, in Å:
1 Ir -0.71 0.04 -0.18
2 C 1.91 1.71 3.44
3 C 1.77 0.23 3.28
4 C 2.83 -0.59 3.65
5 C 2.95 -1.99 3.51
6 C 2.35 -2.80 2.59
7 C 1.71 -2.39 1.37
8 N 0.61 -0.30 2.87
9 C 0.43 -2.93 0.98
10 C -0.05 -4.07 1.66
11 C -1.24 -4.66 1.31
12 C -1.97 -4.08 0.28
13 C -1.51 -2.90 -0.30
14 N -0.35 -2.30 0.05
15 C -2.44 -2.21 -1.22
16 C -3.21 -2.93 -2.13
17 C -4.15 -2.25 -2.88
18 C -4.33 -0.89 -2.66
19 C -3.53 -0.23 -1.74
20 C -3.70 1.22 -1.44
21 N -2.58 -0.89 -1.06
22 H 2.69 1.93 4.17
23 H 0.98 2.16 3.79
24 H 2.18 2.19 2.50
25 H 3.62 -0.11 4.23
26 H 3.58 -2.46 4.25
27 H 2.36 -3.86 2.82
28 H 0.55 -4.52 2.44
29 H -1.60 -5.54 1.81
30 H -2.92 -4.49 -0.02
31 H -3.06 -3.99 -2.26
32 H -4.75 -2.77 -3.60
33 H -5.08 -0.34 -3.20
34 H -4.71 1.54 -1.65
35 H -3.02 1.81 -2.06
36 H -3.48 1.41 -0.40
37 C -0.46 0.31 2.25
38 H 0.53 -1.30 3.00
39 H -1.41 -0.18 2.47
40 H -0.49 1.38 2.39
41 C 4.49 -1.61 0.84
42 P 2.78 -1.47 0.25
43 C 2.77 -2.25 -1.39
44 C 2.50 0.29 -0.04
45 H 5.13 -1.12 0.11
46 H 4.78 -2.66 0.91
47 H 4.61 -1.13 1.81
48 H 3.75 -2.11 -1.85
49 H 2.03 -1.76 -2.01
50 H 2.57 -3.32 -1.31
51 H 3.10 0.61 -0.89
52 H 2.81 0.87 0.83
53 H 1.45 0.50 -0.28
54 N -0.22 -1.58 -3.05
55 C -0.40 -1.42 -4.38
56 C -0.38 -0.07 -4.62
57 C -0.17 0.53 -3.38
58 N -0.08 -0.40 -2.43
59 H -0.20 -2.45 -2.54
60 H -0.54 -2.25 -5.04
61 H -0.48 0.43 -5.57
62 H -0.05 1.56 -3.14
63 O 0.96 2.48 -1.32
64 C 0.07 2.97 -0.64
65 N -0.89 2.19 -0.04
66 C -1.75 2.97 0.72
67 O -2.66 2.52 1.36
68 C -1.30 4.38 0.57
69 C -1.78 5.55 1.12
70 C -1.12 6.73 0.77
71 C -0.03 6.72 -0.09
72 C 0.46 5.54 -0.63
73 C -0.19 4.37 -0.28
74 H -2.62 5.56 1.80
75 H -1.47 7.66 1.17
76 H 0.45 7.66 -0.35
77 H 1.32 5.52 -1.28

**Multiplicity**: 6
**Charge**: +2
**E_LUMO (alpha / beta)**: -5.739 / -7.922 eV
**Energy above the lowest of the compared OMol25 structures with the same formula, charge and spin**: 166.80 kJ/mol
**HOMO level (alpha / beta)**: -11.8 / -13.6 eV



Computed, not measured: C32H36AsOPPtS3Si as an isolated structure, with ωB97M-V/def2-TZVPD.

Positions of all 76 atoms, in Å:
1 Pt 0.31 -0.59 0.92
2 S 1.31 -2.69 0.58
3 C 2.91 -2.37 -0.12
4 C 3.90 -3.35 0.08
5 C 5.17 -3.18 -0.44
6 C 5.49 -2.02 -1.15
7 C 4.52 -1.04 -1.32
8 C 3.23 -1.22 -0.82
9 As 1.85 0.14 -1.00
10 C 1.42 -0.03 -2.88
11 C 0.11 -0.34 -3.22
12 C -0.23 -0.53 -4.55
13 C 0.73 -0.41 -5.54
14 C 2.04 -0.09 -5.21
15 C 2.39 0.10 -3.88
16 C 2.95 1.72 -0.84
17 C 3.64 1.89 0.37
18 C 4.40 3.03 0.57
19 C 4.49 4.00 -0.42
20 C 3.80 3.83 -1.62
21 C 3.03 2.69 -1.82
22 H 3.65 -4.24 0.64
23 H 5.92 -3.94 -0.28
24 H 6.49 -1.88 -1.54
25 H 4.79 -0.13 -1.84
26 H -0.64 -0.43 -2.45
27 H -1.26 -0.78 -4.81
28 H 0.46 -0.56 -6.58
29 H 2.79 0.01 -5.98
30 H 3.41 0.34 -3.62
31 H 3.55 1.15 1.15
32 H 4.93 3.16 1.51
33 H 5.10 4.88 -0.27
34 H 3.87 4.58 -2.39
35 H 2.47 2.57 -2.74
36 S -1.17 -2.15 2.50
37 C -2.64 -1.33 2.39
38 C -3.65 -1.56 3.38
39 C -4.84 -0.90 3.33
40 C -5.09 0.01 2.28
41 C -4.15 0.22 1.29
42 C -2.91 -0.44 1.31
43 S -1.84 -0.17 -0.03
44 H -3.43 -2.25 4.18
45 H -5.59 -1.06 4.10
46 H -6.04 0.54 2.24
47 H -4.36 0.91 0.48
48 C -0.63 4.73 -2.13
49 P -0.34 3.59 -0.78
50 C -1.84 3.62 0.20
51 C 0.90 4.35 0.25
52 O 0.06 2.23 -1.25
53 H -0.84 5.74 -1.77
54 H -1.47 4.36 -2.72
55 H 0.26 4.75 -2.76
56 H -2.09 4.64 0.50
57 H -1.70 2.99 1.07
58 H -2.66 3.20 -0.40
59 H 0.56 5.31 0.65
60 H 1.81 4.50 -0.33
61 H 1.11 3.66 1.07
62 C 3.44 1.62 5.17
63 Si 1.86 2.43 4.64
64 C 2.22 4.19 4.19
65 C 0.62 2.39 6.01
66 C 1.21 1.50 3.22
67 C 0.87 0.71 2.35
68 H 3.91 2.19 5.99
69 H 4.15 1.57 4.34
70 H 3.26 0.60 5.52
71 H 2.75 4.68 5.02
72 H 1.31 4.75 3.99
73 H 2.86 4.24 3.30
74 H 0.98 2.92 6.90
75 H 0.41 1.35 6.30
76 H -0.32 2.85 5.69

**Multiplicity**: 5
**Charge**: 0
**E_LUMO (alpha / beta)**: 0.576 / -2.415 eV
**HOMO level (alpha / beta)**: -6.5 / -7.7 eV



Computed, not measured: C32H36Cl2N3O4P2PdS as an isolated structure at a distorted geometry, with ωB97M-V/def2-TZVPD.

Positions of all 81 atoms, in Å:
1 Pd -0.06 0.42 0.45
2 C -1.93 -3.06 4.63
3 O -1.23 -1.86 4.36
4 C -0.90 -1.52 3.08
5 O -0.40 -0.44 2.88
6 N -1.23 -2.43 2.13
7 N -0.84 -2.30 0.78
8 H -2.12 -3.07 5.70
9 H -1.35 -3.95 4.38
10 H -2.89 -3.09 4.09
11 H -1.42 -3.38 2.39
12 H -0.83 -1.28 0.56
13 H 0.15 -2.56 0.74
14 C -6.91 1.63 -3.33
15 S -6.16 0.33 -4.33
16 C -4.83 -0.16 -3.19
17 C -3.66 0.81 -3.15
18 C -2.66 0.40 -2.08
19 N -1.55 1.38 -1.98
20 P -0.02 0.46 -2.29
21 C -0.41 0.48 -4.13
22 C -0.72 -0.73 -4.75
23 C -1.15 -0.78 -6.07
24 C -1.27 0.39 -6.80
25 C -0.96 1.61 -6.21
26 C -0.54 1.65 -4.89
27 C 1.50 1.55 -2.35
28 C 2.33 1.38 -3.46
29 C 3.62 1.90 -3.50
30 C 4.12 2.61 -2.42
31 C 3.32 2.77 -1.30
32 C 2.04 2.23 -1.26
33 P -1.36 2.03 -0.37
34 C -0.80 3.73 -0.75
35 C -0.15 4.45 0.25
36 C 0.30 5.74 0.02
37 C 0.10 6.33 -1.22
38 C -0.54 5.62 -2.23
39 C -1.00 4.33 -1.99
40 C -3.08 2.40 0.16
41 C -3.48 1.89 1.39
42 C -4.76 2.16 1.88
43 C -5.64 2.92 1.13
44 C -5.25 3.43 -0.11
45 C -3.97 3.18 -0.58
46 H -7.71 2.07 -3.92
47 H -6.18 2.40 -3.08
48 H -7.33 1.21 -2.41
49 H -4.51 -1.15 -3.52
50 H -5.28 -0.27 -2.20
51 H -4.02 1.82 -2.94
52 H -3.17 0.83 -4.13
53 H -2.26 -0.59 -2.31
54 H -3.18 0.30 -1.12
55 H -0.62 -1.65 -4.17
56 H -1.38 -1.74 -6.53
57 H -1.60 0.35 -7.83
58 H -1.05 2.53 -6.78
59 H -0.29 2.60 -4.43
60 H 1.99 0.82 -4.32
61 H 4.23 1.74 -4.38
62 H 5.13 3.00 -2.44
63 H 3.70 3.28 -0.42
64 H 1.48 2.31 -0.34
65 H 0.02 3.97 1.21
66 H 0.81 6.29 0.81
67 H 0.47 7.33 -1.41
68 H -0.69 6.08 -3.20
69 H -1.49 3.76 -2.78
70 H -2.78 1.29 1.95
71 H -5.06 1.77 2.84
72 H -6.64 3.12 1.50
73 H -5.94 4.03 -0.69
74 H -3.65 3.60 -1.53
75 Cl 4.48 -0.12 1.93
76 C 4.05 -1.49 0.87
77 Cl 4.78 -1.27 -0.74
78 C 2.51 -1.63 0.77
79 O 2.06 -2.67 1.28
80 O 1.93 -0.69 0.18
81 H 4.49 -2.38 1.31

**Charge**: -1
**E_LUMO**: 2.381 eV
**Energy above the lowest of the compared OMol25 structures with the same formula, charge and spin**: 46.93 kJ/mol
**HOMO level**: -3.9 eV